No. 1
# C55H68BN6P3S5Ti

C55H68BN6P3S5Ti as an isolated structure (ωB97M-V/def2-TZVPD, the Open Molecules 2025 dataset).

HOMO energy in eV: -12.24
Lowest unoccupied orbital energy in eV: -5.1299
Frontier orbital gap in eV: 7.1
Total charge: +2
Energy relative to the best compared isomer or geometry (same formula, charge and spin) in kJ/mol: 0.0

Last column: Löwdin charge in e.
Cartesian coordinates (Å):
Ti  0.433  -0.551  -1.855  0.068
C  3.378  1.807  1.817  -0.044
C  2.126  1.234  2.392  -0.223
C  2.028  0.856  3.694  0.083
C  0.820  0.309  4.196  -0.186
N  -0.230  0.214  3.436  0.195
N  -0.157  0.624  2.156  0.028
B  -1.533  0.580  1.471  -0.802
N  -1.795  1.807  0.574  -0.011
N  -1.776  2.849  1.420  0.193
C  -2.049  4.045  0.981  -0.179
C  -2.437  4.233  -0.367  0.091
C  -2.406  3.191  -1.244  -0.222
C  -2.730  3.371  -2.691  -0.051
C  -1.989  1.919  -0.740  -0.567
S  -1.742  0.639  -1.875  0.669
C  -1.960  5.194  1.966  -0.542
C  -1.201  6.359  1.319  -0.034
C  -1.226  4.758  3.234  -0.044
C  -3.392  5.629  2.309  -0.023
N  -2.675  0.427  2.545  -0.006
N  -3.111  1.163  3.551  0.214
C  -4.025  0.606  4.315  -0.188
C  -4.499  -0.712  4.070  0.095
C  -4.026  -1.470  3.033  -0.198
C  -4.459  -2.859  2.708  -0.012
C  -3.054  -0.808  2.264  -0.457
S  -2.082  -1.214  0.886  1.016
C  -4.586  1.409  5.475  -0.548
C  -4.489  0.583  6.766  -0.030
C  -3.820  2.717  5.659  -0.048
C  -6.059  1.719  5.167  -0.027
C  0.968  1.061  1.565  -0.565
S  1.037  1.443  -0.102  0.659
C  0.693  -0.132  5.642  -0.544
C  1.812  -1.127  5.970  -0.032
C  0.826  1.118  6.526  -0.024
C  -0.663  -0.790  5.894  -0.049
H  4.149  1.879  2.581  0.093
H  3.189  2.799  1.403  0.092
H  3.739  1.189  0.996  0.062
H  2.879  0.964  4.354  0.131
H  -2.717  5.219  -0.711  0.133
H  -3.045  4.395  -2.882  0.092
H  -3.523  2.691  -3.001  0.089
H  -1.857  3.145  -3.305  0.083
H  -0.213  6.046  0.978  0.096
H  -1.067  7.153  2.053  0.096
H  -1.739  6.789  0.473  0.081
H  -0.190  4.493  3.014  0.087
H  -1.700  3.894  3.695  0.058
H  -1.222  5.583  3.947  0.096
H  -3.946  5.938  1.422  0.088
H  -3.363  6.475  2.995  0.097
H  -3.939  4.816  2.791  0.079
H  -5.250  -1.124  4.730  0.132
H  -5.088  -3.269  3.494  0.093
H  -3.591  -3.507  2.577  0.094
H  -5.023  -2.869  1.773  0.100
H  -3.463  0.267  6.962  0.080
H  -5.125  -0.303  6.744  0.083
H  -4.818  1.193  7.607  0.097
H  -2.756  2.539  5.824  0.077
H  -4.219  3.244  6.525  0.097
H  -3.923  3.364  4.789  0.064
H  -6.649  0.809  5.048  0.085
H  -6.152  2.311  4.256  0.092
H  -6.492  2.289  5.989  0.097
H  2.801  -0.672  5.906  0.082
H  1.785  -1.988  5.300  0.095
H  1.688  -1.490  6.990  0.095
H  1.792  1.607  6.395  0.086
H  0.736  0.837  7.575  0.097
H  0.042  1.842  6.297  0.086
H  -0.796  -1.678  5.276  0.090
H  -1.480  -0.101  5.678  0.056
H  -0.728  -1.087  6.941  0.096
S  1.724  1.202  -3.031  0.389
P  2.024  -0.418  -4.208  0.516
C  1.501  -1.724  -3.228  -0.656
P  2.506  -2.398  -2.014  0.543
S  1.563  -1.853  -0.262  0.439
C  2.541  -4.196  -2.104  -0.363
C  2.579  -4.791  -3.364  -0.108
C  2.648  -6.169  -3.477  -0.057
C  2.668  -6.956  -2.332  -0.054
C  2.624  -6.366  -1.077  -0.058
C  2.565  -4.986  -0.960  -0.084
C  4.208  -1.815  -1.925  -0.332
C  5.232  -2.548  -2.518  -0.066
C  6.523  -2.045  -2.523  -0.057
C  6.794  -0.820  -1.931  -0.057
C  5.773  -0.090  -1.336  -0.061
C  4.480  -0.583  -1.333  -0.110
C  0.916  -0.312  -5.636  -0.349
C  0.312  0.886  -6.003  -0.097
C  -0.539  0.926  -7.100  -0.061
C  -0.785  -0.224  -7.834  -0.059
C  -0.177  -1.422  -7.475  -0.064
C  0.667  -1.467  -6.380  -0.102
C  3.698  -0.519  -4.866  -0.327
C  4.593  0.527  -4.682  -0.087
C  5.865  0.450  -5.233  -0.060
C  6.238  -0.665  -5.965  -0.058
C  5.345  -1.715  -6.146  -0.061
C  4.078  -1.644  -5.597  -0.086
H  2.537  -4.173  -4.253  0.092
H  2.680  -6.631  -4.455  0.114
H  2.716  -8.033  -2.419  0.115
H  2.638  -6.981  -0.188  0.114
H  2.533  -4.529  0.021  0.089
H  5.029  -3.510  -2.974  0.110
H  7.319  -2.614  -2.983  0.117
H  7.804  -0.433  -1.931  0.115
H  5.988  0.866  -0.876  0.113
H  3.678  -0.009  -0.883  0.049
H  0.500  1.784  -5.430  0.076
H  -1.005  1.860  -7.383  0.113
H  -1.446  -0.189  -8.689  0.114
H  -0.366  -2.319  -8.048  0.114
H  1.119  -2.409  -6.094  0.094
H  4.304  1.396  -4.102  0.085
H  6.562  1.265  -5.090  0.115
H  7.228  -0.720  -6.398  0.115
H  5.638  -2.585  -6.717  0.114
H  3.388  -2.467  -5.741  0.092
C  -2.865  -2.827  -1.927  -0.289
P  -1.397  -2.256  -2.849  0.763
C  -0.765  -3.839  -3.481  -0.245
C  -2.187  -1.484  -4.306  -0.247
H  -3.499  -3.389  -2.615  0.059
H  -3.420  -1.978  -1.533  0.011
H  -2.568  -3.477  -1.105  0.039
H  -1.599  -4.419  -3.877  0.061
H  -0.284  -4.400  -2.678  0.051
H  -0.029  -3.658  -4.259  0.021
H  -2.544  -2.270  -4.973  0.065
H  -1.499  -0.844  -4.854  0.017
H  -3.032  -0.882  -3.975  0.036


No. 2
# C55H70N3O3PS3Ti

C55H70N3O3PS3Ti as an isolated structure (ωB97M-V/def2-TZVPD, the Open Molecules 2025 dataset).

HOMO energy (alpha / beta) in eV: -3.97 / -3.97
Lowest unoccupied orbital energy (alpha / beta) in eV: -0.4956 / -0.4958
Frontier orbital gap (alpha / beta) in eV: 3.5 / 3.5

Last column: Löwdin charge in e.
Cartesian coordinates (Å):
Ti  -0.409  0.257  2.298  0.838
C  -2.831  6.848  -2.833  -0.045
C  -2.584  5.559  -2.116  -0.266
C  -3.400  4.450  -2.310  -0.027
C  -3.081  3.239  -1.728  -0.068
C  -1.941  3.127  -0.943  -0.311
C  -1.159  4.240  -0.681  -0.061
C  -1.493  5.449  -1.256  -0.017
S  -1.476  1.412  -0.623  1.073
O  -0.798  1.337  0.740  -0.585
C  -0.096  1.455  -1.772  -0.263
C  1.113  2.004  -1.347  -0.075
C  2.199  2.032  -2.182  0.001
C  2.129  1.452  -3.473  -0.148
C  3.255  1.354  -4.310  -0.025
C  3.167  0.751  -5.543  -0.074
C  1.948  0.234  -5.980  -0.067
C  0.827  0.336  -5.195  -0.019
C  0.878  0.956  -3.932  -0.123
C  -0.269  1.031  -3.089  -0.140
C  -1.605  0.715  -3.581  -0.152
C  -2.192  1.467  -4.642  -0.108
C  -1.547  2.567  -5.242  -0.010
C  -2.149  3.279  -6.247  -0.066
C  -3.426  2.932  -6.695  -0.075
C  -4.093  1.886  -6.110  -0.029
C  -3.512  1.147  -5.063  -0.156
C  -4.226  0.115  -4.411  0.000
C  -3.664  -0.554  -3.361  -0.045
C  -2.366  -0.257  -2.955  -0.291
S  -1.737  -1.114  -1.496  0.957
O  -2.976  -1.390  -0.750  -0.485
C  -1.296  -2.683  -2.300  -0.328
C  -0.027  -2.783  -2.844  -0.062
C  0.420  -4.007  -3.310  -0.030
C  -0.390  -5.134  -3.230  -0.274
C  0.094  -6.477  -3.682  -0.049
C  -1.670  -5.010  -2.698  -0.030
C  -2.122  -3.791  -2.229  -0.060
H  -3.814  6.860  -3.297  0.076
H  -2.081  6.974  -3.614  0.087
H  -2.743  7.689  -2.149  0.082
H  -4.279  4.528  -2.935  0.116
H  -3.702  2.368  -1.888  0.115
H  -0.299  4.163  -0.035  0.012
H  -0.877  6.316  -1.061  0.122
H  1.176  2.422  -0.354  0.026
H  3.125  2.481  -1.852  0.125
H  4.200  1.755  -3.961  0.115
H  4.042  0.674  -6.171  0.104
H  1.894  -0.263  -6.937  0.106
H  -0.111  -0.074  -5.533  0.121
H  -0.563  2.851  -4.901  0.120
H  -1.638  4.121  -6.694  0.106
H  -3.881  3.496  -7.497  0.104
H  -5.088  1.623  -6.443  0.113
H  -5.229  -0.113  -4.743  0.117
H  -4.203  -1.306  -2.809  0.113
H  0.606  -1.909  -2.893  0.107
H  1.414  -4.094  -3.726  0.112
H  1.122  -6.429  -4.027  0.074
H  -0.532  -6.852  -4.491  0.084
H  0.033  -7.188  -2.859  0.084
H  -2.308  -5.883  -2.636  0.118
H  -3.102  -3.686  -1.786  0.115
C  -4.269  -1.354  2.286  -0.086
C  -3.626  -0.076  2.831  -0.463
C  -3.715  1.013  1.756  -0.095
C  -2.187  -0.273  3.357  -0.200
H  -5.340  -1.201  2.160  0.075
H  -4.122  -2.191  2.966  0.074
H  -3.852  -1.603  1.316  0.035
H  -4.245  0.257  3.683  0.123
H  -3.441  0.586  0.790  0.030
H  -3.050  1.850  1.988  0.072
H  -4.732  1.395  1.676  0.080
H  -2.077  -1.320  3.688  0.048
H  -2.144  0.336  4.273  0.034
C  4.681  -1.010  4.809  -0.080
C  3.265  -0.547  4.480  -0.573
C  2.360  -0.751  5.702  -0.100
C  3.294  0.952  4.182  -0.088
P  2.370  -1.379  2.975  0.955
N  0.861  -1.006  2.971  -0.314
C  3.259  -0.807  1.339  -0.560
C  2.734  0.595  1.043  -0.120
C  4.786  -0.782  1.340  -0.073
C  2.794  -1.684  0.171  -0.082
C  2.618  -3.293  3.160  -0.587
C  2.269  -3.681  4.598  -0.092
C  1.586  -3.994  2.276  -0.098
C  4.013  -3.812  2.824  -0.081
H  5.070  -0.386  5.613  0.092
H  5.354  -0.917  3.962  0.059
H  4.704  -2.039  5.156  0.060
H  2.363  0.139  6.329  0.084
H  2.688  -1.583  6.319  0.068
H  1.335  -0.931  5.374  0.045
H  3.545  1.507  5.087  0.092
H  2.312  1.286  3.838  0.054
H  4.047  1.200  3.440  0.063
H  3.250  1.371  1.600  0.061
H  1.656  0.656  1.274  0.026
H  2.871  0.811  -0.014  0.063
H  5.183  -0.080  2.066  0.062
H  5.124  -0.454  0.356  0.089
H  5.216  -1.761  1.526  0.065
H  1.707  -1.687  0.085  0.071
H  3.162  -2.703  0.248  0.063
H  3.191  -1.273  -0.760  0.087
H  1.366  -3.163  4.916  0.077
H  3.079  -3.458  5.286  0.064
H  2.077  -4.754  4.655  0.089
H  0.591  -3.766  2.646  0.059
H  1.728  -5.076  2.331  0.093
H  1.655  -3.704  1.233  0.057
H  4.784  -3.271  3.361  0.060
H  4.219  -3.754  1.760  0.064
H  4.080  -4.862  3.113  0.089
C  -1.303  -2.864  1.123  -0.143
O  -0.629  -1.624  0.940  -0.289
H  -1.423  -3.100  2.184  0.088
H  -0.751  -3.668  0.624  0.086
H  -2.286  -2.786  0.669  0.050
H  0.112  -1.594  1.640  -0.020
S  0.984  3.481  1.893  0.693
C  0.034  3.035  3.180  -0.826
N  -0.564  4.042  3.891  0.024
C  -0.982  3.870  5.200  -0.152
C  -0.809  2.618  5.744  -0.120
C  -0.377  1.579  4.937  -0.200
N  -0.072  1.751  3.591  -0.146
H  -0.480  4.973  3.507  0.119
H  -1.340  4.731  5.730  0.083
H  -1.027  2.447  6.786  0.099
H  -0.190  0.590  5.334  0.081


No. 3
# C55H72F6N3

A 7-piece molecular cluster, C55H72F6N3 overall (ωB97M-V/def2-TZVPD, the Open Molecules 2025 dataset).

HOMO energy in eV: -10.27
Lowest unoccupied orbital energy in eV: -4.5775
Frontier orbital gap in eV: 5.7
Total charge: +1

Last column: Löwdin charge in e.
Cartesian coordinates (Å):
C  3.435  -0.157  1.969  -0.116
C  2.873  0.508  0.704  -0.257
C  2.949  -0.442  -0.492  -0.224
C  3.136  0.259  -1.847  -0.205
C  1.806  0.796  -2.436  -0.187
C  1.822  2.343  -2.540  -0.199
C  0.571  3.013  -1.989  -0.222
C  -0.677  2.819  -2.863  -0.213
C  -1.971  2.971  -2.057  -0.230
C  -2.086  4.340  -1.394  -0.203
C  -3.503  4.617  -0.835  -0.177
C  -3.572  4.359  0.717  -0.173
C  -4.827  3.556  1.143  -0.184
C  -4.412  2.102  1.512  -0.189
C  -4.278  1.275  0.216  -0.200
C  -5.639  0.639  -0.205  -0.167
C  -5.387  -0.738  -0.860  -0.202
C  -5.265  -0.652  -2.394  -0.126
N  -5.481  -1.975  -3.043  0.048
C  -4.909  -3.136  -2.659  -0.406
N  -3.997  -3.693  -3.439  0.250
N  -5.236  -3.841  -1.537  0.184
H  4.506  -0.324  1.861  0.062
H  2.971  -1.133  2.131  0.072
H  3.210  0.435  2.854  0.064
H  1.844  0.792  0.932  0.101
H  3.471  1.403  0.532  0.107
H  2.082  -1.103  -0.563  0.109
H  3.816  -1.092  -0.338  0.095
H  3.892  1.041  -1.769  0.104
H  3.550  -0.489  -2.526  0.099
H  1.783  0.398  -3.461  0.085
H  0.937  0.392  -1.914  0.105
H  1.969  2.631  -3.582  0.113
H  2.666  2.723  -1.967  0.100
H  0.367  2.752  -0.946  0.110
H  0.769  4.088  -1.968  0.112
H  -0.678  3.640  -3.587  0.112
H  -0.663  1.894  -3.446  0.102
H  -1.964  2.180  -1.301  0.099
H  -2.844  2.854  -2.708  0.107
H  -1.403  4.418  -0.550  0.104
H  -1.853  5.149  -2.088  0.116
H  -3.763  5.667  -0.967  0.088
H  -4.270  4.027  -1.341  0.091
H  -3.573  5.300  1.263  0.083
H  -2.663  3.839  1.017  0.100
H  -5.307  3.971  2.028  0.105
H  -5.546  3.466  0.329  0.098
H  -3.446  2.105  2.013  0.105
H  -5.176  1.632  2.130  0.100
H  -3.528  0.484  0.297  0.104
H  -3.971  1.919  -0.604  0.072
H  -6.272  0.459  0.660  0.111
H  -6.086  1.314  -0.933  0.109
H  -6.203  -1.422  -0.617  0.101
H  -4.482  -1.197  -0.450  0.098
H  -4.277  -0.292  -2.677  0.127
H  -6.052  0.015  -2.724  0.126
H  -6.060  -1.988  -3.874  0.161
H  -3.187  -4.024  -2.906  0.142
H  -3.692  -2.993  -4.113  0.138
H  -4.651  -3.538  -0.751  0.136
H  -6.191  -3.623  -1.258  0.125
F  -1.877  -6.221  0.484  0.060
C  -2.052  -6.985  -0.612  -0.285
C  -2.957  -6.577  -1.571  -0.045
C  -3.139  -7.357  -2.706  -0.088
C  -2.423  -8.535  -2.859  -0.086
C  -1.521  -8.931  -1.880  -0.064
C  -1.328  -8.150  -0.749  -0.004
H  -3.511  -5.660  -1.428  0.066
H  -3.841  -7.045  -3.470  0.101
H  -2.568  -9.145  -3.740  0.106
H  -0.965  -9.852  -1.996  0.112
H  -0.623  -8.439  0.020  0.124
F  5.681  2.699  3.936  0.051
C  5.291  2.252  5.147  -0.294
C  5.512  0.930  5.479  -0.023
C  5.115  0.470  6.725  -0.080
C  4.493  1.334  7.617  -0.096
C  4.275  2.659  7.266  -0.080
C  4.680  3.127  6.023  -0.019
H  5.990  0.271  4.766  0.115
H  5.288  -0.562  7.000  0.105
H  4.178  0.973  8.587  0.097
H  3.787  3.331  7.960  0.105
H  4.527  4.158  5.733  0.117
F  3.501  -1.022  -6.334  0.072
C  2.401  -1.768  -6.151  -0.285
C  2.521  -3.142  -6.078  -0.006
C  1.382  -3.909  -5.884  -0.079
C  0.140  -3.297  -5.776  -0.113
C  0.038  -1.914  -5.855  -0.097
C  1.175  -1.142  -6.039  -0.025
H  3.497  -3.601  -6.173  0.123
H  1.463  -4.986  -5.819  0.107
H  -0.748  -3.900  -5.630  0.087
H  -0.930  -1.434  -5.775  0.094
H  1.116  -0.063  -6.096  0.118
F  2.216  -1.039  8.769  0.056
C  1.935  -1.840  7.725  -0.291
C  1.000  -1.433  6.795  -0.018
C  0.717  -2.258  5.716  -0.089
C  1.362  -3.480  5.585  -0.101
C  2.297  -3.875  6.532  -0.082
C  2.591  -3.049  7.607  -0.018
H  0.502  -0.480  6.918  0.118
H  -0.009  -1.946  4.977  0.100
H  1.137  -4.123  4.745  0.098
H  2.799  -4.829  6.433  0.106
H  3.324  -3.337  8.350  0.119
F  -2.540  7.526  1.955  0.053
C  -2.881  8.475  1.061  -0.288
C  -4.059  8.340  0.356  -0.032
C  -4.412  9.318  -0.563  -0.081
C  -3.579  10.409  -0.771  -0.094
C  -2.394  10.525  -0.056  -0.078
C  -2.042  9.554  0.872  -0.015
H  -4.692  7.478  0.525  0.109
H  -5.337  9.228  -1.117  0.105
H  -3.853  11.169  -1.491  0.103
H  -1.743  11.372  -0.220  0.107
H  -1.127  9.631  1.444  0.119
F  5.518  -5.089  1.397  0.055
C  6.345  -4.493  0.516  -0.289
C  7.064  -5.273  -0.367  -0.019
C  7.911  -4.655  -1.276  -0.083
C  8.036  -3.272  -1.284  -0.096
C  7.309  -2.504  -0.384  -0.082
C  6.453  -3.117  0.520  -0.022
H  6.958  -6.350  -0.341  0.117
H  8.475  -5.254  -1.979  0.105
H  8.701  -2.794  -1.991  0.102
H  7.409  -1.427  -0.385  0.105
H  5.872  -2.534  1.224  0.105


no.,E_tot (Ha),molar mass (g/mol)
1,-6354.2623,1125.127
2,-4913.0804,996.225
3,-2902.1147,889.190